Entry from OMol25: the molecule C21H19FN2O (the ωB97M-V functional and the def2-TZVPD basis).

Geometry as ORCA input:
```
! RIJCOSX wB97M-V def2-TZVPD def2/J DEFGRID3
* xyz 0 1
O -0.068 -1.170 2.478
C -0.361 -0.940 1.321
N 0.051 -1.737 0.300
C -0.058 -1.408 -1.102
H -0.504 -0.418 -1.204
C 1.361 -1.453 -1.723
N 2.375 -1.184 -0.736
C 2.733 0.117 -0.431
C 3.896 0.389 0.305
C 4.303 1.667 0.619
C 3.566 2.751 0.174
C 2.438 2.523 -0.592
C 2.028 1.236 -0.887
H 1.133 1.107 -1.474
H 1.855 3.355 -0.959
H 3.878 3.755 0.415
H 5.205 1.796 1.196
F 4.693 -0.634 0.714
C 2.439 -2.220 0.282
H 3.103 -3.027 -0.050
C 1.025 -2.773 0.565
H 0.936 -3.065 1.611
H 0.796 -3.632 -0.072
H 2.839 -1.801 1.203
H 1.560 -2.455 -2.117
H 1.448 -0.746 -2.548
H -0.712 -2.132 -1.604
C -1.207 0.232 0.932
C -0.686 1.493 1.084
C -1.439 2.623 0.737
C -2.710 2.484 0.255
C -3.292 1.206 0.117
C -4.612 1.036 -0.353
C -5.161 -0.210 -0.465
C -4.416 -1.345 -0.107
C -3.133 -1.216 0.347
C -2.535 0.056 0.465
H -2.566 -2.088 0.638
H -4.869 -2.322 -0.188
H -6.173 -0.331 -0.823
H -5.183 1.915 -0.617
H -3.294 3.351 -0.019
H -1.000 3.603 0.853
H 0.319 1.613 1.462
*
```

Results
LUMO level (eV): 0.4
HOMO (eV): -7.93